Run a
C10H16 | ωB97M-V/def2-TZVPD

- SMILES string: Cc1ccccc1.CCC
- Net charge: 0
- HOMO energy: -9.060 eV

XYZ file:
```
26
Properties=species:S:1:pos:R:3:mulliken_charge:R:1
C 0.38 -3.03 0.29 -1.449
C 0.99 -1.88 -0.46 1.021
C 2.35 -1.88 -0.74 -0.517
C 2.88 -0.90 -1.58 -0.318
C 2.08 -0.08 -2.34 -0.567
C 0.70 -0.22 -2.21 -0.315
C 0.16 -1.06 -1.25 -0.639
H -0.71 -3.04 0.41 0.361
H 0.73 -3.08 1.32 0.335
H 0.64 -4.00 -0.15 0.338
H 2.96 -2.72 -0.43 0.346
H 3.96 -0.76 -1.58 0.368
H 2.50 0.67 -3.00 0.389
H -0.04 0.35 -2.76 0.328
H -0.91 -1.06 -1.03 0.311
C -2.89 1.67 1.79 -0.933
C -1.78 2.67 1.43 -0.248
C -0.45 2.02 1.02 -0.766
H -2.58 0.64 1.66 0.261
H -3.73 1.84 1.10 0.240
H -3.29 1.71 2.80 0.298
H -2.10 3.30 0.61 0.270
H -1.60 3.36 2.26 0.283
H 0.25 2.00 1.86 0.285
H -0.57 0.96 0.76 -0.002
H 0.07 2.51 0.20 0.321
```


Run b
C10H16 | ωB97M-V/def2-TZVPD

- SMILES string: CCc1ccccc1.CC
- Net charge: 0
- HOMO energy: -9.048 eV

XYZ file:
```
26
Properties=species:S:1:pos:R:3:mulliken_charge:R:1
C -1.61 2.48 -1.35 -1.328
C -1.35 1.09 -0.81 -0.365
C -0.22 0.94 0.15 0.517
C -0.20 0.19 1.29 -0.171
C 0.99 -0.14 1.93 -0.829
C 2.16 0.50 1.53 -0.287
C 2.19 1.33 0.39 -0.698
C 0.99 1.47 -0.34 -0.249
H -1.00 2.69 -2.24 0.322
H -1.27 3.26 -0.67 0.360
H -2.58 2.87 -1.67 0.356
H -2.28 0.87 -0.20 0.297
H -1.35 0.32 -1.58 0.292
H -1.15 -0.21 1.59 0.390
H 0.92 -0.73 2.83 0.384
H 3.06 0.37 2.12 0.361
H 3.11 1.76 0.05 0.393
H 1.13 2.00 -1.27 0.246
C -1.43 -3.22 -0.32 -0.802
C -0.34 -3.44 -1.40 -0.868
H -2.09 -4.11 -0.31 0.368
H -1.02 -3.28 0.69 0.249
H -2.08 -2.40 -0.61 0.212
H 0.14 -4.37 -1.09 0.318
H -0.77 -3.65 -2.37 0.287
H 0.35 -2.59 -1.41 0.244
```


Which one is most stable, and which one is least stable? run a is the most stable of them, while run b is the least stable.


Run a
C10H16 | ωB97M-V/def2-TZVPD

- SMILES string: CCc1ccccc1.CC
- Net charge: 0
- HOMO energy: -8.777 eV

XYZ file:
```
26
Properties=species:S:1:pos:R:3:mulliken_charge:R:1
C -0.17 -2.19 0.61 -1.148
C 1.22 -1.60 0.81 -0.604
C 1.00 -0.20 1.31 0.414
C 0.94 0.01 2.71 -0.679
C 0.54 1.25 3.12 -0.190
C 0.25 2.29 2.24 -0.529
C 0.38 2.08 0.87 -0.489
C 1.00 0.92 0.48 -0.330
H -0.55 -2.43 -0.37 0.278
H -0.94 -1.62 1.25 0.320
H -0.30 -3.14 1.16 0.345
H 1.87 -2.13 1.53 0.357
H 1.89 -1.64 -0.05 0.414
H 1.10 -0.81 3.38 0.383
H 0.29 1.42 4.15 0.342
H -0.31 3.18 2.57 0.311
H 0.25 2.80 0.11 0.453
H 1.58 0.90 -0.47 0.349
C -1.80 0.15 -3.72 -1.102
C -0.70 0.07 -2.65 -0.645
H -2.39 -0.76 -3.61 0.301
H -2.63 0.86 -3.58 0.331
H -1.29 0.29 -4.65 0.306
H 0.05 0.87 -2.76 0.303
H -1.12 0.28 -1.65 0.238
H -0.18 -0.88 -2.79 0.271
```


Run b
C10H16 | ωB97M-V/def2-TZVPD

- SMILES string: Cc1ccccc1.CCC
- Net charge: 0
- HOMO energy: -8.971 eV

XYZ file:
```
26
Properties=species:S:1:pos:R:3:mulliken_charge:R:1
C 2.78 1.48 0.73 -1.342
C 2.17 0.84 -0.48 0.914
C 1.30 1.63 -1.27 -0.548
C 0.73 1.08 -2.41 -0.452
C 1.14 -0.17 -2.87 -0.478
C 1.97 -0.93 -2.07 -0.402
C 2.35 -0.51 -0.81 -0.555
H 2.89 0.88 1.64 0.366
H 2.16 2.33 0.99 0.338
H 3.77 1.87 0.47 0.292
H 1.05 2.67 -1.12 0.309
H 0.05 1.66 -3.01 0.404
H 0.85 -0.48 -3.87 0.402
H 2.36 -1.85 -2.50 0.346
H 2.80 -1.12 -0.05 0.409
C -2.70 -1.80 0.66 -1.231
C -2.09 -1.04 1.84 -0.079
C -2.76 0.30 2.14 -1.063
H -2.56 -1.25 -0.28 0.311
H -3.79 -1.93 0.73 0.364
H -2.36 -2.83 0.61 0.321
H -2.31 -1.66 2.72 0.245
H -1.03 -1.03 1.57 0.226
H -3.84 0.19 2.08 0.307
H -2.45 0.63 3.13 0.301
H -2.48 1.07 1.42 0.295
```


Run c
C10H16 | ωB97M-V/def2-TZVPD

- SMILES string: Cc1ccccc1.CCC
- Net charge: 0
- HOMO energy: -8.895 eV

XYZ file:
```
26
Properties=species:S:1:pos:R:3:mulliken_charge:R:1
C -3.30 0.14 -0.19 -1.312
C -2.18 -0.59 0.45 1.002
C -1.46 0.00 1.46 -0.310
C -0.38 -0.61 2.12 -0.729
C -0.11 -1.91 1.74 -0.312
C -0.72 -2.49 0.58 -0.474
C -1.68 -1.83 -0.10 -0.464
H -3.36 1.13 0.33 0.324
H -4.22 -0.42 -0.32 0.356
H -2.89 0.36 -1.22 0.278
H -1.68 1.00 1.81 0.233
H -0.08 -0.20 3.08 0.388
H 0.71 -2.54 2.12 0.313
H -0.25 -3.37 0.20 0.363
H -2.38 -2.28 -0.80 0.335
C 2.97 0.42 -0.33 -1.120
C 1.69 1.29 -0.69 0.103
C 1.78 1.95 -2.03 -1.176
H 3.82 1.10 -0.46 0.344
H 3.00 -0.45 -1.00 0.341
H 2.93 0.39 0.78 0.287
H 0.84 0.64 -0.55 -0.035
H 1.62 2.01 0.13 0.320
H 1.84 1.20 -2.81 0.311
H 0.81 2.45 -2.19 0.323
H 2.67 2.60 -2.11 0.313
```


Run d
C10H16 | ωB97M-V/def2-TZVPD

- SMILES string: Cc1ccccc1.CCC
- Net charge: 0
- HOMO energy: -8.689 eV

XYZ file:
```
26
Properties=species:S:1:pos:R:3:mulliken_charge:R:1
C -1.70 1.84 -0.92 -1.494
C -1.03 1.49 0.41 0.910
C -0.39 2.46 1.22 -0.354
C 0.35 2.01 2.28 -0.389
C 0.17 0.68 2.73 -0.416
C -0.71 -0.27 2.01 -0.626
C -1.23 0.10 0.81 -0.114
H -2.40 2.55 -0.71 0.521
H -2.38 1.05 -1.42 0.256
H -0.98 2.16 -1.75 0.257
H -0.45 3.65 1.12 0.235
H 1.05 2.51 2.95 0.334
H 0.73 0.31 3.58 0.376
H -1.19 -1.12 2.69 0.247
H -1.76 -0.66 0.08 0.272
C 0.82 -0.79 -2.13 -0.963
C 0.48 -2.02 -1.39 -0.002
C 1.80 -2.40 -0.62 -1.080
H 1.85 -0.39 -2.15 0.418
H 0.34 0.04 -1.57 0.035
H 0.55 -1.01 -3.19 0.288
H -0.37 -2.00 -0.72 -0.014
H 0.06 -2.85 -1.92 0.442
H 2.55 -1.61 -0.95 0.239
H 1.71 -2.46 0.50 0.245
H 2.14 -3.26 -0.93 0.379
```


Which one is most stable, and which one is least stable? run b is the most stable of them, while run d is the least stable.


Run a
C10H16 | ωB97M-V/def2-TZVPD

- SMILES string: Cc1ccccc1.CCC
- Net charge: 0
- HOMO energy: -8.984 eV

XYZ file:
```
26
Properties=species:S:1:pos:R:3:mulliken_charge:R:1
C -2.85 2.14 -0.07 -1.434
C -1.78 1.47 0.75 0.933
C -0.44 1.71 0.43 -0.570
C 0.53 1.20 1.29 -0.479
C 0.20 0.18 2.18 -0.267
C -1.10 -0.29 2.27 -0.615
C -2.10 0.42 1.61 -0.432
H -3.63 2.65 0.50 0.354
H -3.43 1.38 -0.61 0.319
H -2.41 2.74 -0.86 0.346
H -0.08 2.35 -0.36 0.314
H 1.51 1.65 1.37 0.353
H 0.95 -0.28 2.81 0.427
H -1.31 -1.26 2.70 0.374
H -3.15 0.28 1.81 0.374
C 1.24 -0.32 -1.51 -1.320
C 2.24 -1.36 -1.03 -0.071
C 1.97 -2.77 -1.64 -1.154
H 0.89 -0.63 -2.50 0.512
H 1.51 0.72 -1.68 0.337
H 0.29 -0.28 -0.96 0.279
H 3.22 -0.92 -1.17 0.363
H 2.16 -1.54 0.05 0.116
H 2.64 -3.01 -2.46 0.259
H 1.96 -3.54 -0.87 0.341
H 0.97 -2.68 -2.06 0.345
```


Run b
C10H16 | ωB97M-V/def2-TZVPD

- SMILES string: Cc1ccccc1.CCC
- Net charge: 0
- HOMO energy: -9.039 eV

XYZ file:
```
26
Properties=species:S:1:pos:R:3:mulliken_charge:R:1
C 2.68 0.40 1.14 -1.380
C 1.60 -0.63 0.85 0.892
C 0.71 -0.93 1.88 -0.441
C -0.26 -1.91 1.76 -0.497
C -0.23 -2.72 0.63 -0.472
C 0.69 -2.47 -0.37 -0.413
C 1.56 -1.39 -0.31 -0.533
H 3.22 0.62 0.22 0.369
H 3.26 0.08 1.99 0.326
H 2.22 1.36 1.38 0.327
H 0.81 -0.33 2.79 0.336
H -0.93 -2.05 2.59 0.419
H -0.90 -3.58 0.58 0.376
H 0.71 -3.14 -1.22 0.355
H 2.34 -1.21 -1.05 0.340
C -2.97 1.76 -1.77 -1.051
C -1.62 2.41 -1.97 -0.162
C -1.30 3.48 -0.91 -1.157
H -3.42 1.35 -2.67 0.318
H -3.67 2.49 -1.34 0.291
H -2.97 0.93 -1.06 0.269
H -0.79 1.69 -2.00 0.252
H -1.53 2.89 -2.94 0.271
H -1.09 3.07 0.06 0.299
H -0.48 4.09 -1.29 0.323
H -2.14 4.19 -0.87 0.345
```


Which one is most stable, and which one is least stable? run b is the most stable of them, while run a is the least stable.


Run a
C10H16 | ωB97M-V/def2-TZVPD

- SMILES string: Cc1ccccc1.CCC
- Net charge: 0
- HOMO energy: -8.956 eV

XYZ file:
```
26
Properties=species:S:1:pos:R:3:mulliken_charge:R:1
C 0.01 -0.47 -2.84 -1.219
C -0.89 -0.61 -1.62 0.544
C -2.24 -0.80 -1.60 -0.455
C -2.94 -1.04 -0.37 -0.501
C -2.25 -1.10 0.81 -0.667
C -0.88 -0.70 0.87 -0.390
C -0.21 -0.50 -0.32 0.254
H 0.60 -1.39 -3.04 0.284
H 0.83 0.22 -2.66 0.261
H -0.65 -0.22 -3.67 0.357
H -2.88 -0.83 -2.43 0.407
H -3.93 -1.05 -0.40 0.508
H -2.82 -1.06 1.75 0.284
H -0.23 -0.61 1.76 0.192
H 0.89 -0.19 -0.16 0.071
C 2.80 1.29 0.23 -1.211
C 1.96 1.08 1.53 -0.148
C 2.66 1.81 2.78 -1.487
H 3.39 2.10 0.56 0.491
H 2.30 1.65 -0.65 0.291
H 3.37 0.40 -0.09 0.261
H 0.94 1.39 1.19 0.394
H 1.74 0.05 1.81 0.287
H 3.62 1.48 2.81 0.449
H 2.56 2.84 2.70 0.412
H 2.08 1.54 3.72 0.332
```


Run b
C10H16 | ωB97M-V/def2-TZVPD

- SMILES string: Cc1ccccc1.CCC
- Net charge: 0
- HOMO energy: -9.082 eV

XYZ file:
```
26
Properties=species:S:1:pos:R:3:mulliken_charge:R:1
C 2.74 0.77 -0.29 -1.369
C 1.32 1.12 -0.73 0.930
C 0.88 0.52 -1.93 -0.422
C -0.44 0.70 -2.32 -0.574
C -1.28 1.55 -1.61 -0.439
C -0.81 2.22 -0.50 -0.422
C 0.46 1.92 0.01 -0.502
H 3.27 0.25 -1.06 0.396
H 2.68 0.24 0.66 0.262
H 3.23 1.73 -0.08 0.350
H 1.41 -0.32 -2.36 0.281
H -0.83 0.12 -3.15 0.374
H -2.25 1.84 -1.99 0.398
H -1.38 3.01 -0.03 0.365
H 0.78 2.23 1.00 0.351
C -0.58 -2.38 0.31 -1.185
C -0.48 -1.18 1.25 1.108
C -1.50 -1.22 2.37 -1.508
H -1.37 -3.08 0.59 0.405
H 0.32 -2.98 0.16 0.270
H -0.84 -2.06 -0.70 0.262
H 0.50 -1.00 1.72 0.212
H -0.47 -0.28 0.64 -0.639
H -2.51 -1.14 1.99 0.338
H -1.43 -2.14 2.95 0.374
H -1.42 -0.43 3.12 0.385
```


Which one is most stable, and which one is least stable? run b is the most stable of them, while run a is the least stable.